This record from the Open Molecules 2025 dataset describes 7 unconnected molecules or ions with the total composition C40H70BN7O13S. The level of theory is wB97M-V/def2-TZVPD.

Net charge ... 0
E_LUMO ... 0.128 eV
Molecular weight ... 899.9 g mol⁻¹
Highest occupied orbital energy ... -0.31150 Eh

Each line ends with the Löwdin charge.
CARTESIAN COORDINATES (ANGSTROEM)
1 N 4.75 2.08 2.70  0.0237
2 C 3.58 2.29 1.80  -0.1928
3 C 2.24 2.07 2.53  -0.1982
4 C 1.19 3.08 1.98  -0.1616
5 B 0.50 3.89 3.18  -0.6053
6 O 1.14 5.01 3.67  0.1800
7 O -0.67 3.47 3.73  0.2058
8 O 0.12 2.46 1.19  -0.1821
9 S 0.71 1.51 0.07  0.6684
10 O -0.38 1.02 -0.70  -0.2309
11 O 1.72 2.18 -0.70  -0.2588
12 C 1.44 0.18 1.05  -0.2101
13 C 0.49 -1.01 0.94  -0.1908
14 O 0.74 -1.59 -0.32  -0.0325
15 C -0.28 -2.31 -0.89  -0.2636
16 C -1.39 -2.79 -0.21  -0.0199
17 C -2.35 -3.51 -0.92  -0.0858
18 C -2.21 -3.77 -2.27  -0.0987
19 C -1.08 -3.31 -2.94  -0.0774
20 C -0.14 -2.58 -2.25  0.0078
21 C 1.73 0.61 2.54  -0.3387
22 C 0.45 0.53 3.41  -0.0570
23 C 0.07 -0.78 4.06  -0.2582
24 O -0.78 -0.80 4.90  0.0766
25 C 2.83 -0.37 3.02  -0.1108
26 C 3.44 -0.09 4.40  -0.1309
27 C 2.87 -0.94 5.51  -0.2426
28 C 2.00 -0.35 6.44  -0.0682
29 C 1.46 -1.08 7.49  -0.0724
30 C 1.76 -2.43 7.62  -0.0807
31 C 2.62 -3.02 6.70  -0.0674
32 C 3.18 -2.29 5.66  -0.0403
33 H 5.32 1.33 2.32  0.0699
34 H 5.35 2.89 2.64  0.0684
35 H 3.68 1.64 0.94  0.1077
36 H 3.64 3.30 1.42  0.1171
37 H 2.44 2.37 3.56  0.1328
38 H 1.65 3.83 1.35  0.1369
39 H 2.09 4.88 3.66  0.1072
40 H -0.74 3.73 4.65  0.1256
41 H 2.38 -0.05 0.56  0.1358
42 H -0.53 -0.66 1.04  0.1276
43 H 0.73 -1.74 1.71  0.1238
44 H -1.50 -2.61 0.85  0.1051
45 H -3.22 -3.86 -0.39  0.0982
46 H -2.97 -4.34 -2.79  0.0902
47 H -0.94 -3.51 -3.99  0.0838
48 H 0.73 -2.19 -2.76  0.1216
49 H 0.55 1.23 4.23  0.1220
50 H -0.42 0.85 2.84  0.1342
51 H 0.53 -1.74 3.76  0.1202
52 H 3.62 -0.30 2.29  0.1091
53 H 2.47 -1.39 2.98  0.1132
54 H 3.40 0.95 4.71  0.0950
55 H 4.50 -0.32 4.33  0.1151
56 H 1.77 0.70 6.35  0.1084
57 H 0.80 -0.59 8.19  0.1019
58 H 1.32 -2.99 8.42  0.0810
59 H 2.85 -4.07 6.82  0.0975
60 H 3.86 -2.75 4.96  0.1122
61 C -0.23 4.11 -3.22  -0.0440
62 N 0.65 4.75 -4.17  -0.1887
63 C 0.08 5.63 -5.18  -0.0351
64 C 1.98 4.56 -4.14  -0.3498
65 O 2.77 5.07 -4.91  -0.0098
66 H -0.95 3.48 -3.74  0.0925
67 H -0.77 4.86 -2.64  0.0914
68 H 0.34 3.49 -2.53  0.0599
69 H 0.33 5.25 -6.18  0.0684
70 H 0.51 6.63 -5.08  0.0900
71 H -0.99 5.68 -5.06  0.0876
72 H 2.30 3.88 -3.34  0.1340
73 C -5.08 -1.57 -6.05  -0.0590
74 N -3.64 -1.38 -6.14  -0.1958
75 C -3.13 -0.12 -6.65  -0.0371
76 C -2.77 -2.33 -5.77  -0.3551
77 O -1.56 -2.21 -5.83  0.0062
78 H -5.54 -1.49 -7.03  0.0884
79 H -5.52 -0.82 -5.39  0.0897
80 H -5.29 -2.56 -5.65  0.0816
81 H -2.52 -0.29 -7.54  0.0916
82 H -2.50 0.36 -5.90  0.0929
83 H -3.96 0.54 -6.91  0.0853
84 H -3.25 -3.24 -5.39  0.1309
85 C 2.62 1.97 -9.80  -0.0569
86 N 1.92 2.96 -9.01  -0.1911
87 C 2.65 3.76 -8.04  -0.0249
88 C 0.60 3.17 -9.13  -0.3535
89 O -0.03 3.99 -8.49  -0.0049
90 H 3.09 1.23 -9.15  0.0904
91 H 3.40 2.45 -10.39  0.0900
92 H 1.93 1.46 -10.47  0.0811
93 H 2.24 3.60 -7.04  0.0793
94 H 2.55 4.81 -8.28  0.0706
95 H 3.71 3.48 -8.04  0.0941
96 H 0.12 2.52 -9.89  0.1313
97 C 1.54 7.56 -8.38  -0.0608
98 N 2.43 8.20 -9.33  -0.1967
99 C 1.87 9.08 -10.34  -0.0449
100 C 3.76 8.00 -9.31  -0.3595
101 O 4.55 8.52 -10.08  0.0066
102 H 0.82 6.93 -8.91  0.0886
103 H 1.00 8.32 -7.81  0.0903
104 H 2.10 6.93 -7.69  0.0685
105 H 2.12 8.71 -11.34  0.0911
106 H 2.30 10.08 -10.24  0.0913
107 H 0.79 9.13 -10.23  0.0839
108 H 4.08 7.32 -8.50  0.1339
109 C -2.09 -6.58 9.64  -0.0469
110 N -1.11 -5.84 8.86  -0.1882
111 C -1.57 -4.82 7.94  -0.0347
112 C 0.21 -6.06 8.96  -0.3463
113 O 1.06 -5.47 8.33  -0.0046
114 H -2.77 -7.11 8.98  0.0502
115 H -2.66 -5.89 10.27  0.0903
116 H -1.59 -7.31 10.28  0.0878
117 H -1.25 -5.06 6.92  0.0946
118 H -1.15 -3.85 8.20  0.0843
119 H -2.65 -4.76 7.97  0.0843
120 H 0.46 -6.86 9.69  0.1335
121 C -6.79 -8.04 6.32  -0.0567
122 N -5.98 -8.26 7.49  -0.1972
123 C -6.59 -8.20 8.81  -0.0366
124 C -4.66 -8.53 7.41  -0.3418
125 O -3.94 -8.73 8.37  -0.0055
126 H -7.23 -7.04 6.35  0.0899
127 H -7.59 -8.78 6.27  0.0900
128 H -6.18 -8.12 5.42  0.0829
129 H -6.11 -7.42 9.41  0.0916
130 H -6.47 -9.15 9.33  0.0939
131 H -7.65 -7.97 8.70  0.0856
132 H -4.29 -8.56 6.38  0.1372

=====

This record from the Open Molecules 2025 dataset describes a molecular structure, C5H34NO13. The level of theory is wB97M-V/def2-TZVPD.

Relative energy (zero: lowest compared OMol25 entry of this formula, charge and spin) ... 152.5 kcal per mole
Net charge ... -1
E_LUMO ... 2.574 eV
Molecular weight ... 316.3 g mol⁻¹
Highest occupied orbital energy ... -0.24055 Eh

Each line ends with the Löwdin charge.
CARTESIAN COORDINATES (ANGSTROEM)
1 C 0.83 -1.96 -1.70  -0.2248
2 O -0.23 -2.84 -1.32  -0.1547
3 C 1.11 -1.01 -0.64  -0.4140
4 C 2.34 -0.18 -0.96  -0.2229
5 C 2.73 1.04 -0.33  -0.1719
6 C 2.80 0.75 1.32  -0.1556
7 O 1.46 0.80 1.84  -0.1771
8 N -0.02 -0.16 -0.45  0.0291
9 H 0.25 -1.44 -2.61  0.1450
10 H 1.73 -2.68 -1.97  0.1623
11 H 1.09 -1.59 0.33  0.1631
12 H 3.17 -0.88 -0.99  0.1197
13 H 2.21 0.12 -2.15  0.1698
14 H 3.84 1.31 -0.42  0.1274
15 H 2.08 1.95 -0.65  0.1488
16 H 3.34 -0.11 1.55  0.0888
17 H 3.21 1.70 1.88  0.1317
18 H 0.89 0.88 1.02  0.0694
19 H 0.12 0.73 -0.78  0.0254
20 H -0.85 -0.66 -0.80  0.0761
21 H -1.19 0.52 -1.98  0.0140
22 H -0.38 0.48 -3.44  0.0194
23 O -0.68 1.00 -2.67  -0.1087
24 H 0.14 -0.59 2.64  -0.0045
25 H 0.38 -0.76 4.20  0.0449
26 O -0.02 -1.18 3.39  -0.0845
27 H -0.76 -2.93 1.33  -0.0683
28 H -1.16 -3.23 -0.05  -0.0216
29 O -1.46 -3.22 0.87  -0.0217
30 H -1.85 2.72 2.95  -0.0691
31 H -1.17 3.61 4.04  0.0561
32 O -2.02 3.35 3.58  -0.0476
33 H -3.40 -0.11 -1.53  0.0510
34 H -4.19 -0.93 -0.58  -0.0398
35 O -3.97 -0.06 -0.67  -0.0833
36 H -1.56 -1.14 -3.37  -0.0068
37 H -1.91 -0.07 -4.56  -0.0348
38 O -1.39 -0.85 -4.52  -0.2465
39 H -1.68 0.72 0.70  0.0090
40 H -2.21 1.99 0.60  0.0653
41 O -1.48 1.56 1.09  -0.0392
42 H -2.63 -1.66 -2.81  -0.0816
43 H -1.10 -2.55 -1.83  0.1184
44 O -2.20 -1.16 -2.28  -0.2339
45 H 1.37 2.44 2.66  -0.0294
46 H 0.26 3.22 2.25  0.0356
47 O 1.08 3.35 2.77  -0.0648
48 H -0.06 1.90 3.99  0.0181
49 H 0.71 2.45 5.20  0.0131
50 O 0.02 1.85 4.97  -0.0563
51 H 2.33 -1.45 -3.87  -0.0056
52 H 3.13 -1.06 -4.93  -0.0135
53 O 3.04 -1.80 -4.41  -0.0192

=====

This record from the Open Molecules 2025 dataset describes a molecular structure, C34H37N5O3STa. The level of theory is wB97M-V/def2-TZVPD.

Relative energy (zero: lowest compared OMol25 entry of this formula, charge and spin) ... 39.3 kcal per mole
Net charge ... +3
E_LUMO ... -9.316 eV
Molecular weight ... 776.7 g mol⁻¹
Highest occupied orbital energy ... -0.56457 Eh

Each line ends with the Löwdin charge.
CARTESIAN COORDINATES (ANGSTROEM)
1 Ta -0.19 0.50 0.88  1.8395
2 C -2.87 2.21 1.72  0.0276
3 O -2.26 0.95 1.28  -0.2781
4 C -3.17 -0.12 1.02  -0.2005
5 C -4.52 0.06 0.80  0.0076
6 C -5.29 -1.07 0.57  -0.0229
7 C -4.71 -2.33 0.54  -0.0275
8 C -3.35 -2.49 0.76  0.0184
9 C -2.57 -1.37 1.00  -0.1917
10 N -1.16 -1.37 1.22  -0.1081
11 N -0.67 -2.52 1.53  0.1464
12 C 0.61 -2.76 1.81  -0.1221
13 C 1.62 -1.76 1.85  -0.2388
14 O 1.27 -0.50 1.57  -0.2088
15 C 2.93 -2.05 2.20  0.0284
16 C 3.25 -3.37 2.50  0.0729
17 C 2.31 -4.41 2.48  -0.1497
18 C 2.70 -5.73 2.80  0.0132
19 C 1.78 -6.74 2.79  -0.0237
20 C 0.44 -6.46 2.45  -0.0079
21 C 0.04 -5.18 2.13  -0.0007
22 C 0.96 -4.13 2.14  -0.0754
23 H -3.58 1.98 2.50  0.1244
24 H -3.35 2.69 0.87  0.1163
25 H -2.06 2.83 2.11  0.0817
26 H -4.98 1.04 0.82  0.1247
27 H -6.35 -0.96 0.40  0.1287
28 H -5.32 -3.20 0.36  0.1275
29 H -2.89 -3.47 0.73  0.1168
30 H 3.66 -1.27 2.24  0.1329
31 H 4.27 -3.60 2.78  0.1435
32 H 3.73 -5.93 3.06  0.1317
33 H 2.07 -7.75 3.04  0.1264
34 H -0.28 -7.26 2.45  0.1265
35 H -1.00 -4.99 1.88  0.1090
36 C 0.08 5.23 -4.61  -0.0413
37 C 1.12 4.26 -4.08  -0.1510
38 N 0.58 2.89 -3.87  -0.0499
39 C -0.06 2.23 -5.05  -0.1769
40 C -1.57 2.35 -5.06  -0.0488
41 C 0.64 2.28 -2.74  -0.3850
42 S -0.06 0.69 -2.53  1.0621
43 N 0.55 3.33 -0.66  0.2408
44 C 0.45 3.50 0.66  -0.3397
45 O 0.19 2.44 1.37  -0.1689
46 C 0.49 4.80 1.27  -0.1589
47 C 0.66 5.95 0.49  0.0053
48 C 0.73 7.18 1.09  -0.0246
49 C 0.63 7.28 2.48  0.0018
50 C 0.45 6.14 3.26  -0.0208
51 C 0.38 4.90 2.67  0.0135
52 H 0.54 6.21 -4.69  0.1016
53 H -0.77 5.31 -3.93  0.0932
54 H -0.28 4.96 -5.60  0.0860
55 H 1.51 4.61 -3.13  0.0974
56 H 1.95 4.16 -4.78  0.1441
57 H 0.27 1.19 -5.05  0.1116
58 H 0.39 2.70 -5.92  0.1395
59 H -2.03 1.92 -4.17  0.0606
60 H -1.95 1.81 -5.93  0.1045
61 H -1.89 3.39 -5.15  0.0762
62 H 0.72 5.86 -0.59  0.1156
63 H 0.86 8.07 0.49  0.1262
64 H 0.68 8.25 2.95  0.1318
65 H 0.38 6.24 4.34  0.1278
66 H 0.26 4.01 3.27  0.1250
67 C 3.18 2.51 0.20  -0.0083
68 C 2.82 2.50 -1.28  -0.4999
69 C 3.62 3.62 -1.98  -0.0058
70 C 3.20 1.16 -1.90  -0.0259
71 C 1.33 2.79 -1.48  -0.1888
72 N -0.06 0.58 -0.90  -0.6203
73 H 4.26 2.36 0.29  0.1142
74 H 2.70 1.70 0.75  0.0692
75 H 2.96 3.47 0.69  0.0995
76 H 4.68 3.47 -1.76  0.1119
77 H 3.34 4.61 -1.62  0.1009
78 H 3.52 3.59 -3.07  0.0846
79 H 4.27 1.01 -1.76  0.1114
80 H 3.02 1.12 -2.98  0.0942
81 H 2.68 0.32 -1.43  0.0760

=====

This record from the Open Molecules 2025 dataset describes a gas-phase ion, C5H11NO (charge +1). The level of theory is wB97M-V/def2-TZVPD.

Relative energy (zero: lowest compared OMol25 entry of this formula, charge and spin) ... 64.4 kcal per mole
Expectation value of S² ... 0.756
Net charge ... +1
E_LUMO (alpha / beta) ... -4.643 / -9.444 eV
2S+1 ... 2
Molecular weight ... 101.1 g mol⁻¹
Highest occupied orbital energy (alpha / beta) ... -0.53830 / -0.53741 Eh

Each line ends with the Löwdin spin population.
CARTESIAN COORDINATES (ANGSTROEM)
1 C -2.31 0.57 1.73  0.0046
2 C -2.24 -0.06 0.30  0.0051
3 C -0.93 -0.60 0.06  0.0042
4 C 0.21 0.45 0.02  0.0658
5 C 1.47 -0.11 -0.61  0.0850
6 N 2.74 0.33 -0.21  0.0611
7 O 1.43 -0.82 -1.63  0.7554
8 H -1.91 -0.05 2.50  0.0000
9 H -1.95 1.64 1.54  0.0000
10 H -3.46 0.66 1.83  0.0006
11 H -2.50 0.72 -0.41  0.0001
12 H -3.04 -0.81 0.46  0.0012
13 H -0.99 -1.25 -0.85  0.0022
14 H -0.83 -1.25 0.92  0.0012
15 H 0.49 0.85 0.94  0.0064
16 H -0.16 1.20 -0.71  0.0002
17 H 3.34 0.02 -1.06  0.0015
18 H 3.21 1.04 0.33  0.0054

=====

This record from the Open Molecules 2025 dataset describes a molecular structure, C42H44MnP2. The level of theory is wB97M-V/def2-TZVPD.

Relative energy (zero: lowest compared OMol25 entry of this formula, charge and spin) ... 17.4 kcal per mole
Expectation value of S² ... 8.814
Net charge ... 0
E_LUMO (alpha / beta) ... 0.474 / -1.029 eV
2S+1 ... 6
Molecular weight ... 665.7 g mol⁻¹
Highest occupied orbital energy (alpha / beta) ... -0.24655 / -0.27869 Eh

Each line ends with the Löwdin spin population.
CARTESIAN COORDINATES (ANGSTROEM)
1 Mn -0.02 0.21 0.30  4.1098
2 C -2.04 -0.06 0.91  0.1310
3 C -1.96 -0.42 -0.47  0.1557
4 C -2.51 0.45 -1.57  0.0303
5 C -1.42 1.32 -2.24  0.0285
6 C -0.30 1.70 -1.31  0.1009
7 C -0.49 2.20 0.02  0.1293
8 C -1.86 2.50 0.63  0.0324
9 C -2.47 1.31 1.40  0.0406
10 C 1.76 0.23 -0.55  0.0694
11 H -2.22 -0.90 1.60  0.0134
12 H -1.94 -1.49 -0.70  0.0215
13 H -3.35 1.08 -1.24  0.0026
14 H -2.94 -0.22 -2.34  0.0036
15 H -1.01 0.74 -3.09  0.0006
16 H -1.88 2.22 -2.69  0.0074
17 H 0.62 1.97 -1.85  0.0055
18 H 0.37 2.67 0.52  0.0174
19 H -2.58 2.88 -0.12  0.0034
20 H -1.72 3.34 1.33  0.0033
21 H -2.23 1.41 2.47  0.0007
22 H -3.57 1.39 1.36  0.0124
23 H 2.40 -0.48 0.00  0.0197
24 H 2.15 1.26 -0.51  0.0108
25 H 1.60 -0.10 -1.60  0.0242
26 P 0.11 -2.25 -9.43  0.0000
27 P 2.05 0.39 -9.69  0.0000
28 C -0.50 -0.67 -10.07  0.0000
29 C 0.30 0.43 -10.14  0.0000
30 C -0.75 -3.44 -10.53  0.0000
31 C -1.94 -3.15 -11.22  0.0000
32 C -2.56 -4.13 -12.00  0.0000
33 C -2.00 -5.40 -12.11  0.0000
34 C -0.80 -5.69 -11.45  0.0000
35 C -0.17 -4.72 -10.68  0.0000
36 C -0.83 -2.41 -7.84  0.0000
37 C -0.47 -1.56 -6.78  0.0000
38 C -1.20 -1.57 -5.60  0.0001
39 C -2.32 -2.40 -5.47  0.0000
40 C -2.66 -3.28 -6.51  0.0000
41 C -1.90 -3.31 -7.68  0.0000
42 C 2.75 1.17 -11.23  0.0000
43 C 2.71 0.38 -12.40  0.0000
44 C 3.08 0.94 -13.63  0.0000
45 C 3.47 2.28 -13.71  0.0000
46 C 3.54 3.05 -12.54  0.0000
47 C 3.21 2.48 -11.30  0.0000
48 C 2.12 1.80 -8.51  0.0000
49 C 3.26 1.87 -7.67  0.0000
50 C 3.43 2.96 -6.82  0.0000
51 C 2.46 3.98 -6.78  0.0000
52 C 1.32 3.89 -7.59  0.0000
53 C 1.13 2.78 -8.42  0.0000
54 H -1.54 -0.62 -10.41  0.0000
55 H -0.08 1.38 -10.55  0.0000
56 H -2.41 -2.17 -11.13  0.0000
57 H -3.49 -3.88 -12.53  0.0000
58 H -2.49 -6.16 -12.72  0.0000
59 H -0.36 -6.69 -11.53  0.0000
60 H 0.77 -4.93 -10.17  0.0000
61 H 0.38 -0.88 -6.90  0.0000
62 H -0.91 -0.91 -4.77  0.0001
63 H -2.92 -2.37 -4.56  0.0001
64 H -3.53 -3.93 -6.42  0.0000
65 H -2.14 -4.02 -8.47  0.0000
66 H 2.37 -0.65 -12.35  0.0000
67 H 3.04 0.33 -14.54  0.0000
68 H 3.72 2.73 -14.67  0.0000
69 H 3.84 4.10 -12.59  0.0000
70 H 3.30 3.09 -10.40  0.0000
71 H 4.00 1.08 -7.71  0.0000
72 H 4.32 3.02 -6.19  0.0000
73 H 2.60 4.84 -6.13  0.0000
74 H 0.57 4.68 -7.57  0.0000
75 H 0.23 2.71 -9.01  0.0000
76 C 0.91 -0.07 2.22  -0.0032
77 C 0.41 -0.03 3.64  0.0043
78 C -0.90 -0.42 4.00  0.0008
79 C -1.29 -0.51 5.34  0.0003
80 C -0.39 -0.23 6.38  -0.0004
81 C 0.91 0.19 6.04  0.0001
82 C 1.28 0.32 4.70  -0.0007
83 H 1.12 -1.11 1.89  0.0160
84 H 1.83 0.54 2.16  0.0076
85 H -1.61 -0.68 3.22  0.0007
86 H -2.32 -0.80 5.57  0.0000
87 H -0.69 -0.33 7.43  0.0000
88 H 1.63 0.41 6.83  0.0000
89 H 2.28 0.67 4.45  0.0000

=====

This record from the Open Molecules 2025 dataset describes a molecular structure, C20H21HgNOPS2. The level of theory is wB97M-V/def2-TZVPD.

Expectation value of S² ... 0.756
Net charge ... 0
E_LUMO (alpha / beta) ... 0.639 / -1.849 eV
2S+1 ... 2
Molecular weight ... 587.1 g mol⁻¹
Highest occupied orbital energy (alpha / beta) ... -0.28402 / -0.29378 Eh

Each line ends with the Löwdin spin population.
CARTESIAN COORDINATES (ANGSTROEM)
1 Hg -0.74 -1.04 0.97  0.5576
2 O 0.27 1.74 0.57  0.0325
3 C 0.96 1.89 -0.67  0.0015
4 C 2.43 1.55 -0.47  0.0008
5 C 2.65 0.11 0.01  0.0116
6 C 2.36 -0.90 -1.07  0.0056
7 C 3.35 -1.48 -1.85  0.0006
8 C 2.98 -2.38 -2.84  0.0012
9 C 1.64 -2.67 -3.02  0.0006
10 C 0.72 -2.04 -2.21  0.0052
11 N 1.07 -1.18 -1.25  0.0343
12 H -0.65 1.96 0.42  0.0004
13 H 0.88 2.92 -1.03  0.0006
14 H 0.52 1.23 -1.42  0.0001
15 H 2.85 2.23 0.28  0.0002
16 H 2.95 1.72 -1.41  0.0003
17 H 1.97 -0.08 0.84  0.0240
18 H 3.67 -0.01 0.37  0.0002
19 H 4.39 -1.23 -1.69  0.0000
20 H 3.74 -2.86 -3.45  0.0001
21 H 1.31 -3.38 -3.77  0.0001
22 H -0.35 -2.21 -2.32  -0.0003
23 S -4.02 -1.88 1.31  0.0482
24 P -4.02 -1.07 -0.47  0.0214
25 S -2.23 -0.18 -1.00  0.2318
26 C -5.29 0.22 -0.67  0.0059
27 C -5.35 0.95 -1.86  0.0044
28 C -6.28 1.96 -2.00  0.0006
29 C -7.17 2.25 -0.97  0.0001
30 C -7.11 1.52 0.21  0.0008
31 C -6.17 0.51 0.36  0.0005
32 C -4.45 -2.26 -1.77  0.0025
33 C -5.71 -2.87 -1.69  0.0001
34 C -6.09 -3.80 -2.64  0.0005
35 C -5.23 -4.13 -3.68  0.0000
36 C -3.98 -3.53 -3.76  0.0004
37 C -3.60 -2.60 -2.81  0.0015
38 H -4.65 0.73 -2.66  0.0026
39 H -6.32 2.53 -2.92  0.0001
40 H -7.90 3.04 -1.08  0.0000
41 H -7.80 1.74 1.01  0.0001
42 H -6.11 -0.06 1.28  0.0002
43 H -6.37 -2.62 -0.87  0.0001
44 H -7.06 -4.27 -2.57  0.0000
45 H -5.53 -4.86 -4.42  0.0000
46 H -3.31 -3.79 -4.57  0.0000
47 H -2.63 -2.12 -2.87  0.0010

=====

F_max (eV/A)
1.81; 9.01; 0.29; 5.69; 3.68; 0.59